A 2-piece molecular cluster, C4H5I overall in a non-equilibrium geometry, computed with ωB97M-V/def2-TZVPD.

Each line ends with the natural charge from an NBO analysis.
Atoms and positions in Å:
C -0.842 -0.629 -2.266  0.21
C -0.471 0.469 -2.793  -0.79
C 0.620 -0.868 2.430  -0.42
C 0.246 -0.125 1.384  -0.35
I -0.293 1.855 1.724  0.10
H -1.173 0.465 -3.552  0.30
H 0.167 1.305 -2.754  0.28
H 0.889 -1.833 2.181  0.22
H 0.810 -0.243 3.344  0.22
H 0.047 -0.395 0.303  0.23

## Properties
- energy (Eh) = -452.90371
- energy above the lowest of the compared OMol25 structures with the same formula, charge and spin (eV) = 3.932
- gap between HOMO and LUMO (eV) = 8.983
- molar mass (g/mol) = 180.0
- lowest unoccupied orbital energy (eV) = -0.12